Entry from OMol25: a cluster of 7 separate species, C81H181NO6P5 in total (wB97M-V/def2-TZVPD).

Values from the calculation:
F_max (eV Å⁻¹): 3.94
Energy above the lowest of the compared OMol25 structures with the same formula, charge and spin (kJ/mol): 0.0
E_LUMO (eV): -5.227
HOMO-LUMO gap (eV): 6.86
HOMO (eV): -12.1
Net charge: +3

```
274
C81H181NO6P5 wB97M-V/def2-TZVPD
C -24.95 22.14 1.56
C -23.65 22.23 2.35
C -23.86 22.71 3.79
C -24.23 24.23 3.98
P -23.74 24.96 5.65
C -24.80 26.38 6.14
C -24.61 26.88 7.55
C -25.39 28.26 7.78
C -25.05 29.46 6.75
C -21.96 25.50 5.63
C -21.52 26.49 4.51
C -20.03 26.71 4.56
C -19.43 27.51 3.36
C -23.89 23.57 6.88
C -25.37 23.18 6.99
C -25.42 21.74 7.43
C -26.79 21.30 8.03
H -25.73 21.63 2.13
H -24.80 21.47 0.72
H -25.33 23.08 1.17
H -22.89 22.88 1.92
H -23.22 21.23 2.48
H -23.01 22.36 4.38
H -24.60 22.14 4.34
H -25.31 24.35 3.88
H -23.90 24.87 3.16
H -25.73 25.84 5.97
H -24.83 27.22 5.45
H -23.57 27.14 7.74
H -24.92 26.28 8.41
H -25.20 28.64 8.79
H -26.46 28.13 7.67
H -25.50 29.24 5.78
H -23.97 29.47 6.66
H -25.43 30.43 7.05
H -21.48 24.52 5.73
H -21.74 25.89 6.62
H -22.12 27.40 4.54
H -21.64 25.99 3.55
H -19.53 25.75 4.64
H -19.71 27.16 5.50
H -18.37 27.62 3.56
H -19.70 28.57 3.33
H -19.71 27.01 2.43
H -23.42 23.83 7.83
H -23.16 22.86 6.49
H -25.88 23.34 6.04
H -25.76 23.76 7.82
H -24.73 21.53 8.24
H -25.26 21.08 6.57
H -27.02 21.71 9.01
H -26.90 20.21 8.08
H -27.64 21.44 7.37
C -20.86 19.89 16.96
C -20.31 19.70 15.50
C -18.78 19.75 15.41
C -18.11 19.38 14.01
P -18.58 20.37 12.53
C -17.17 20.27 11.39
C -17.32 21.29 10.26
C -16.33 21.09 9.10
C -14.85 20.98 9.50
C -20.07 19.63 11.75
C -20.29 18.13 11.93
C -21.66 17.86 11.24
C -21.59 18.01 9.68
C -18.85 22.19 12.87
C -17.68 22.89 13.54
C -17.81 24.42 13.29
C -17.12 25.39 14.23
H -20.54 19.15 17.70
H -21.95 19.84 16.98
H -20.66 20.91 17.28
H -20.85 20.36 14.81
H -20.65 18.75 15.10
H -18.47 18.98 16.11
H -18.36 20.67 15.80
H -18.31 18.34 13.75
H -17.03 19.38 14.12
H -17.12 19.27 10.96
H -16.27 20.50 11.96
H -17.18 22.29 10.67
H -18.37 21.31 9.99
H -16.36 21.95 8.43
H -16.59 20.27 8.44
H -14.14 20.74 8.71
H -14.70 20.24 10.28
H -14.58 21.91 10.00
H -20.14 19.99 10.73
H -20.87 20.11 12.31
H -20.28 17.76 12.95
H -19.56 17.57 11.35
H -22.41 18.61 11.50
H -22.18 16.94 11.50
H -22.58 17.69 9.35
H -20.82 17.34 9.29
H -21.35 18.98 9.25
H -19.74 22.16 13.49
H -19.10 22.53 11.86
H -16.71 22.62 13.12
H -17.70 22.79 14.62
H -18.88 24.57 13.45
H -17.69 24.67 12.24
H -17.29 25.14 15.27
H -17.45 26.43 14.22
H -16.03 25.40 14.18
C -27.05 24.03 10.55
C -25.64 24.49 10.94
C -25.52 25.94 11.39
C -24.17 26.19 12.02
P -23.95 27.86 12.77
C -22.37 27.77 13.83
C -22.08 28.81 14.90
C -20.82 28.54 15.81
C -19.49 28.66 15.09
C -23.89 28.97 11.30
C -22.80 28.55 10.27
C -21.39 29.19 10.58
C -20.31 28.67 9.66
C -25.44 28.07 13.78
C -25.78 27.02 14.86
C -27.10 27.15 15.55
C -27.21 28.51 16.34
H -27.38 24.43 9.60
H -27.81 24.44 11.21
H -27.08 22.94 10.48
H -24.87 24.22 10.20
H -25.34 23.92 11.82
H -26.33 26.26 12.06
H -25.58 26.55 10.49
H -23.42 25.96 11.26
H -23.90 25.46 12.79
H -21.49 27.61 13.21
H -22.49 26.87 14.43
H -22.98 28.76 15.52
H -22.23 29.83 14.56
H -20.80 27.48 16.05
H -20.81 29.19 16.69
H -19.55 28.00 14.22
H -18.65 28.39 15.73
H -19.39 29.68 14.72
H -23.72 30.02 11.54
H -24.83 28.79 10.78
H -23.03 28.84 9.24
H -22.66 27.47 10.19
H -21.11 29.22 11.63
H -21.48 30.25 10.37
H -20.32 27.58 9.59
H -19.33 29.06 9.93
H -20.48 28.83 8.60
H -26.27 28.25 13.09
H -25.37 29.07 14.22
H -24.99 27.13 15.61
H -25.67 26.02 14.44
H -27.35 26.30 16.18
H -27.82 27.16 14.72
H -27.23 29.35 15.64
H -26.42 28.72 17.06
H -28.16 28.44 16.86
C -18.51 25.50 8.09
C -17.26 25.66 7.24
C -17.12 24.45 6.32
C -15.95 24.67 5.26
P -15.88 23.31 4.09
C -17.33 23.14 3.05
C -17.52 24.33 2.04
C -18.64 24.19 1.04
C -20.13 24.11 1.51
C -15.50 21.69 4.92
C -14.02 21.63 5.58
C -13.51 20.26 6.07
C -12.10 20.21 6.63
C -14.46 23.82 2.96
C -14.23 22.85 1.83
C -13.10 23.37 0.98
C -13.38 24.50 0.08
H -18.62 24.48 8.46
H -19.48 25.67 7.63
H -18.57 26.17 8.94
H -16.38 25.70 7.87
H -17.52 26.58 6.70
H -18.14 24.37 5.95
H -16.94 23.54 6.89
H -15.03 24.68 5.85
H -16.15 25.60 4.72
H -18.25 23.01 3.62
H -17.23 22.22 2.48
H -16.62 24.51 1.46
H -17.67 25.24 2.62
H -18.50 23.23 0.54
H -18.66 24.94 0.25
H -20.37 24.99 2.10
H -20.27 23.18 2.06
H -20.80 24.13 0.65
H -15.44 21.07 4.03
H -16.32 21.35 5.56
H -14.03 22.32 6.43
H -13.28 21.91 4.83
H -13.47 19.51 5.27
H -14.29 19.85 6.71
H -11.71 19.20 6.64
H -12.21 20.55 7.66
H -11.43 20.81 6.01
H -13.62 23.85 3.65
H -14.37 24.87 2.68
H -15.17 22.63 1.32
H -14.00 21.85 2.21
H -12.59 22.58 0.43
H -12.34 23.76 1.66
H -13.93 24.26 -0.83
H -12.52 25.14 -0.10
H -14.06 25.14 0.63
C -23.66 21.61 11.00
C -23.31 22.20 12.37
C -24.11 21.55 13.54
C -24.30 22.59 14.80
P -25.71 22.20 16.03
C -27.27 21.75 15.03
C -27.83 22.96 14.21
C -28.94 23.77 14.91
C -29.67 24.58 13.79
C -26.20 23.66 17.15
C -27.15 23.14 18.25
C -28.10 24.17 18.86
C -27.50 25.35 19.58
C -25.29 20.72 17.00
C -25.24 19.41 16.19
C -25.10 18.14 16.99
C -23.77 17.93 17.69
H -22.84 21.96 10.38
H -24.59 22.02 10.60
H -23.70 20.52 11.00
H -23.27 23.28 12.25
H -22.30 21.97 12.69
H -23.47 20.71 13.83
H -25.08 21.08 13.38
H -24.56 23.58 14.41
H -23.36 22.77 15.32
H -28.04 21.31 15.66
H -26.95 20.98 14.32
H -28.16 22.49 13.29
H -26.91 23.51 14.01
H -28.71 24.48 15.70
H -29.67 23.11 15.37
H -28.95 25.23 13.30
H -30.35 25.32 14.22
H -30.19 24.05 12.98
H -26.69 24.41 16.53
H -25.31 24.13 17.57
H -26.65 22.61 19.06
H -27.81 22.39 17.82
H -28.84 23.66 19.47
H -28.61 24.62 18.00
H -26.86 25.84 18.85
H -26.91 25.09 20.46
H -28.22 26.14 19.80
H -25.91 20.50 17.87
H -24.30 20.88 17.44
H -24.47 19.52 15.43
H -26.18 19.33 15.65
H -25.14 17.29 16.31
H -25.92 18.02 17.70
H -23.60 18.60 18.53
H -22.92 18.12 17.03
H -23.64 16.90 18.03
O -20.97 21.93 6.95
C -20.08 21.80 5.93
O -20.59 22.02 4.82
O -18.89 21.63 6.19
H -20.25 21.89 7.58
N -21.23 24.11 9.97
O -21.76 24.79 9.09
O -20.61 23.09 9.70
O -21.16 24.57 11.13
```